## P
Density functional theory data (the ωB97M-V functional and the def2-TZVPD basis) for C22H22F6N15O8S3Se2Sr as an isolated structure.

Output
Gap between HOMO and LUMO, Eh: 0.26249
2S+1: 1
Total charge: -1

Structure (XYZ):
```
79
Properties=species:S:1:pos:R:3:mulliken_charge:R:1
Sr 0.294 -0.619 -0.673 1.579
F -0.734 0.417 -5.465 -0.156
C -1.485 1.244 -4.748 0.575
F -1.206 2.493 -5.130 -0.244
F -2.759 0.981 -5.007 -0.240
S -1.233 1.153 -2.899 1.097
O 0.170 1.383 -2.566 -0.512
O -2.197 2.121 -2.485 -0.728
N -1.704 -0.274 -2.457 -0.578
S -0.978 -1.590 -3.162 0.781
O -0.715 -2.630 -2.177 -0.451
O -1.673 -1.944 -4.352 -0.577
C 1.007 -1.410 -3.708 0.688
F 1.070 -2.516 -4.447 -0.243
F 1.876 -1.514 -2.689 -0.037
F 1.349 -0.375 -4.434 -0.196
Se 0.612 -4.331 2.226 -0.145
Se 0.838 -1.982 2.095 0.224
C -0.500 -1.441 3.335 0.323
C -0.072 -0.725 4.443 -0.270
C -1.051 -0.186 5.266 -0.335
C -2.380 -0.411 4.959 -0.397
C -2.688 -1.171 3.840 -0.341
N -1.762 -1.677 3.029 -0.420
C 1.868 -4.398 0.751 -0.233
C 1.358 -4.483 -0.539 -0.139
C 2.252 -4.433 -1.601 -0.262
C 3.599 -4.284 -1.326 -0.317
C 3.997 -4.215 0.004 -0.341
N 3.158 -4.281 1.031 -0.501
H 0.979 -0.560 4.625 0.421
H -0.767 0.413 6.121 0.397
H -3.176 0.007 5.561 0.368
H -3.720 -1.364 3.573 0.366
H 0.292 -4.565 -0.701 0.475
H 1.889 -4.484 -2.620 0.484
H 4.335 -4.197 -2.112 0.370
H 5.046 -4.086 0.246 0.386
N 2.345 1.856 1.657 -0.037
C 2.984 1.162 0.644 0.234
N 4.172 1.501 0.173 -0.609
N 4.467 0.529 -0.709 -0.662
N 3.512 -0.334 -0.761 -0.275
N 2.526 0.031 0.107 0.264
C 0.990 1.734 1.891 -0.218
N 0.301 2.461 2.753 -0.570
N -0.971 2.018 2.615 -0.468
N -1.027 1.082 1.733 -0.325
N 0.223 0.852 1.255 0.491
H 2.778 2.714 1.950 0.276
C -3.426 4.917 -7.732 -1.355
C -3.314 4.559 -6.257 -0.027
S -2.179 5.659 -5.439 1.266
O -2.594 7.019 -5.697 -0.694
O -0.831 5.265 -5.780 -0.641
C -2.445 5.298 -3.722 0.434
C -1.473 6.095 -2.851 -1.707
N -1.147 5.370 -1.627 0.413
C -0.029 4.627 -1.426 0.726
N -0.026 4.042 -0.238 -0.342
C -1.178 4.416 0.373 -0.714
C -1.884 5.238 -0.461 0.182
N -3.161 5.812 -0.230 1.029
O -3.716 6.410 -1.150 -0.673
O -3.633 5.692 0.884 -0.649
C 1.065 4.501 -2.426 -1.432
H -4.153 4.262 -8.211 0.406
H -2.468 4.786 -8.235 0.351
H -3.749 5.948 -7.856 0.343
H -2.921 3.555 -6.108 -0.099
H -4.271 4.645 -5.740 0.445
H -2.294 4.226 -3.592 -0.314
H -3.478 5.547 -3.487 0.613
H -1.901 7.056 -2.592 0.181
H -0.536 6.263 -3.379 0.697
H -1.451 4.069 1.356 0.698
H 1.666 5.413 -2.465 0.464
H 0.683 4.305 -3.429 0.250
H 1.705 3.679 -2.118 0.175
```

## Q
Density functional theory data (the ωB97M-V functional and the def2-TZVPD basis) for C22H22F6N15O8S3Se2Sr as an isolated structure.

Output
Gap between HOMO and LUMO, Eh: 0.24661
2S+1: 1
Total charge: -1

Structure (XYZ):
```
79
Properties=species:S:1:pos:R:3:mulliken_charge:R:1
Sr 1.110 -2.302 -0.853 1.292
F -2.416 -2.749 -4.670 -0.183
C -2.821 -2.486 -3.441 0.337
F -3.496 -1.338 -3.437 -0.197
F -3.627 -3.465 -3.035 -0.197
S -1.444 -2.366 -2.205 0.984
O -2.141 -2.151 -0.975 -0.572
O -0.653 -3.575 -2.310 -0.303
N -0.506 -1.081 -2.495 -0.476
S 0.590 -1.196 -3.706 1.354
O 1.885 -1.476 -3.126 -0.703
O 0.136 -1.983 -4.811 -0.635
C 0.703 0.518 -4.426 0.466
F 1.658 1.234 -3.868 -0.187
F 0.998 0.363 -5.716 -0.217
F -0.465 1.146 -4.328 -0.229
Se 1.274 -5.929 1.598 -0.109
Se 2.029 -3.731 1.563 0.078
C 0.585 -2.756 2.423 0.430
C 0.503 -2.762 3.786 -0.979
C -0.504 -1.916 4.342 -0.326
C -1.114 -1.006 3.558 -0.993
C -0.670 -0.862 2.151 -0.023
N -0.118 -2.015 1.559 0.017
C 0.910 -6.185 -0.281 0.482
C 0.227 -7.356 -0.607 -0.670
C 0.018 -7.653 -1.939 -0.289
C 0.499 -6.781 -2.906 -0.752
C 1.144 -5.637 -2.481 -0.351
N 1.346 -5.330 -1.196 -0.113
H 1.139 -3.390 4.388 0.453
H -0.784 -2.017 5.385 0.361
H -1.899 -0.359 3.926 0.426
H -1.447 -0.422 1.528 0.137
H -0.130 -8.015 0.173 0.326
H -0.512 -8.555 -2.219 0.394
H 0.362 -6.970 -3.961 0.422
H 1.525 -4.927 -3.204 0.447
N 3.592 0.904 0.817 -0.014
C 4.017 -0.169 0.027 0.365
N 5.098 -0.139 -0.734 -0.580
N 5.129 -1.366 -1.303 -0.623
N 4.132 -2.070 -0.880 -0.200
N 3.386 -1.339 -0.028 0.147
C 2.357 0.910 1.411 0.183
N 1.694 1.978 1.891 -0.516
N 0.514 1.497 2.279 -0.853
N 0.516 0.228 2.028 1.078
N 1.643 -0.198 1.509 -0.092
H 4.129 1.753 0.781 0.238
C -3.534 5.333 4.528 -1.274
C -2.299 4.856 3.780 -0.467
S -2.533 5.054 2.026 1.280
O -2.742 6.454 1.740 -0.698
O -3.530 4.101 1.590 -0.676
C -0.973 4.533 1.376 0.436
C -1.022 4.478 -0.146 -2.028
N -0.059 3.504 -0.655 0.423
C -0.310 2.191 -0.891 0.290
N 0.777 1.543 -1.289 0.272
C 1.777 2.457 -1.297 -0.770
C 1.291 3.666 -0.900 -0.074
N 2.037 4.843 -0.636 1.069
O 1.473 5.791 -0.105 -0.674
O 3.205 4.844 -0.979 -0.668
C -1.655 1.559 -0.796 -0.576
H -3.382 5.211 5.600 0.389
H -4.410 4.754 4.237 0.338
H -3.729 6.385 4.321 0.336
H -2.098 3.797 3.941 0.349
H -1.410 5.432 4.040 0.417
H -0.787 3.540 1.789 -0.198
H -0.198 5.213 1.726 0.578
H -0.800 5.449 -0.571 0.261
H -2.005 4.165 -0.490 0.779
H 2.789 2.215 -1.574 0.705
H -2.019 1.316 -1.795 0.142
H -2.387 2.184 -0.289 0.357
H -1.569 0.617 -0.260 -0.354
```

Which structure is the most stable? The one labeled Q.

## P
Density functional theory data (the ωB97M-V functional and the def2-TZVPD basis) for a 2-piece molecular cluster, C2H6FP overall.

Output
Gap between HOMO and LUMO (alpha / beta), Eh: 0.30420 / 0.31284
2S+1: 1
Total charge: 0

Structure (XYZ):
```
10
Properties=species:S:1:pos:R:3:mulliken_charge:R:1
C -2.127 0.851 0.171 -0.385
C 0.145 -0.828 -0.007 -0.749
F -2.955 -0.239 -0.051 -0.223
P 1.381 0.412 -0.050 -0.021
H -1.967 1.569 -0.683 0.317
H -2.020 1.180 1.255 0.299
H -0.219 -1.285 0.863 0.419
H -0.413 -1.068 -0.941 0.329
H 2.598 -0.108 -0.357 0.021
H 1.892 0.560 1.163 -0.006
```

## Q
Density functional theory data (the ωB97M-V functional and the def2-TZVPD basis) for a 2-piece molecular cluster, C2H6FP overall.

Output
Gap between HOMO and LUMO (alpha / beta), Eh: 0.30333 / 0.30150
2S+1: 1
Total charge: 0

Structure (XYZ):
```
10
Properties=species:S:1:pos:R:3:mulliken_charge:R:1
C -1.016 0.134 1.234 -0.938
C 0.985 0.328 -1.450 -0.491
F 1.657 -0.712 -1.962 -0.220
P 0.687 -0.532 1.221 0.027
H -1.248 1.175 0.822 0.280
H -1.384 0.013 2.255 0.317
H -1.643 -0.395 0.602 0.351
H -0.011 0.408 -1.852 0.305
H 1.602 1.118 -1.245 0.363
H 0.370 -1.539 0.376 0.006
```

Which structure is the most stable? The one labeled Q.

## P
Density functional theory data (the ωB97M-V functional and the def2-TZVPD basis) for a 2-piece molecular cluster, C7H18 overall.

Output
Structure (SMILES): CC(C)C.CCC
Gap between HOMO and LUMO, Eh: 0.43430
2S+1: 1
Total charge: 0

Structure (XYZ):
```
25
Properties=species:S:1:pos:R:3:mulliken_charge:R:1
C 0.952 1.468 -0.122 1.458
C 2.265 1.550 -0.891 -1.642
C 1.166 1.394 1.407 -1.122
C -0.012 2.627 -0.503 -1.257
H 0.416 0.581 -0.450 -0.317
H 2.789 0.597 -0.964 0.359
H 2.942 2.255 -0.394 0.373
H 0.539 0.602 1.844 0.208
H 2.214 1.277 1.660 0.365
H 0.581 2.191 1.879 0.273
H 0.303 3.077 -1.435 0.327
H -1.051 2.302 -0.587 0.288
H -0.053 3.358 0.306 0.291
H 2.090 1.905 -1.907 0.401
C -1.417 -2.314 -0.591 -0.123
C -0.429 -3.059 0.308 -1.200
C -2.498 -1.599 0.247 -1.083
H -0.886 -1.557 -1.147 0.219
H -1.979 -2.994 -1.224 0.294
H 0.529 -3.261 -0.181 0.309
H -2.109 -1.295 1.229 0.263
H -2.761 -0.621 -0.167 0.279
H -0.842 -4.064 0.429 0.348
H -0.157 -2.625 1.267 0.330
H -3.392 -2.180 0.445 0.358
```

## Q
Density functional theory data (the ωB97M-V functional and the def2-TZVPD basis) for a 2-piece molecular cluster, C7H18 overall.

Output
Structure (SMILES): CC(C)C.CCC
Gap between HOMO and LUMO, Eh: 0.44810
2S+1: 1
Total charge: 0

Structure (XYZ):
```
25
Properties=species:S:1:pos:R:3:mulliken_charge:R:1
C 1.355 -0.997 0.136 1.248
C 1.641 -2.456 -0.214 -1.525
C 1.298 -0.852 1.666 -1.408
C 2.421 -0.108 -0.496 -1.504
H 0.373 -0.683 -0.245 -0.116
H 1.002 -3.150 0.344 0.377
H 2.670 -2.708 0.066 0.351
H 0.306 -1.108 2.035 0.342
H 2.014 -1.529 2.147 0.363
H 1.693 0.109 2.002 0.363
H 3.399 -0.598 -0.494 0.411
H 2.126 0.142 -1.516 0.335
H 2.551 0.817 0.072 0.367
H 1.571 -2.685 -1.284 0.384
C -2.443 1.441 -0.875 -0.331
C -2.880 0.500 0.242 -1.034
C -1.348 2.429 -0.501 -0.942
H -2.128 0.924 -1.783 0.314
H -3.376 1.901 -1.223 0.387
H -3.609 -0.198 -0.170 0.310
H -1.356 2.827 0.511 0.310
H -0.379 1.995 -0.734 0.132
H -3.374 1.139 0.970 0.348
H -2.073 0.023 0.811 0.185
H -1.401 3.326 -1.119 0.330
```

Which structure is the most stable? The one labeled Q.

## P
Density functional theory data (the ωB97M-V functional and the def2-TZVPD basis) for C4H12N2OS in the gas phase.

Output
Structure (SMILES): C=[S@@](N)(=O)NCCC
Gap between HOMO and LUMO, Eh: 0.33148
2S+1: 1
Total charge: 0

Structure (XYZ):
```
20
Properties=species:S:1:pos:R:3:mulliken_charge:R:1
C -0.797 -2.720 -1.058 -0.825
C -1.347 2.558 1.365 -1.149
C -0.014 1.893 0.967 -0.621
C -0.185 0.478 0.499 -0.450
N 2.027 -2.315 -1.314 -0.546
N 1.039 -0.022 -0.091 -0.657
O 0.410 -0.963 -2.480 -0.601
S 0.499 -1.659 -1.255 0.931
H -1.685 -2.237 -1.178 0.335
H -0.748 -3.335 -0.104 0.290
H -1.607 3.252 0.519 0.271
H -2.271 1.867 1.295 0.289
H -1.378 3.109 2.213 0.425
H 0.524 1.730 1.816 0.298
H 0.699 2.332 0.343 0.501
H -0.448 -0.380 1.298 0.269
H -0.973 0.596 -0.255 0.360
H 2.269 -3.170 -0.921 0.270
H 2.659 -1.630 -0.838 0.326
H 1.330 0.616 -0.820 0.286
```

## Q
Density functional theory data (the ωB97M-V functional and the def2-TZVPD basis) for C4H12N2OS in the gas phase.

Output
Structure (SMILES): NC[C@@H](CS)NCO
Gap between HOMO and LUMO, Eh: 0.35753
2S+1: 1
Total charge: 0

Structure (XYZ):
```
20
Properties=species:S:1:pos:R:3:mulliken_charge:R:1
C -1.744 -0.327 -0.063 -0.749
N -1.968 -0.971 1.273 -0.656
C -0.276 -0.136 -0.263 0.427
C 0.107 -0.020 -1.744 -0.873
S 0.008 -1.670 -2.551 -0.209
N 0.208 1.067 0.439 -0.476
C 1.659 1.136 0.599 -0.474
O 1.955 0.862 1.972 -0.529
H -2.147 -1.022 -0.787 0.345
H -2.310 0.606 -0.069 0.347
H -2.698 -0.500 1.789 0.253
H -1.146 -0.863 1.846 0.241
H 0.268 -1.005 0.138 0.234
H -0.727 0.487 -2.229 0.354
H 1.081 0.408 -1.930 0.377
H 1.211 -2.143 -2.207 0.109
H -0.271 1.147 1.326 0.283
H 1.939 2.153 0.392 0.288
H 2.056 0.365 0.015 0.411
H 2.796 0.424 2.055 0.296
```

Which structure is the most stable? The one labeled Q.

## P
Density functional theory data (the ωB97M-V functional and the def2-TZVPD basis) for a 2-piece molecular cluster, C3H2NO3 overall.

Output
Gap between HOMO and LUMO, Eh: 0.31354
2S+1: 1
Total charge: -1

Structure (XYZ):
```
9
Properties=species:S:1:pos:R:3:mulliken_charge:R:1
C 1.890 -0.222 0.209 0.022
C -1.796 -0.173 -0.377 0.086
C -0.382 1.559 0.674 -0.015
N -1.274 0.882 0.229 -0.078
O 1.765 -0.235 -1.019 -0.617
O -2.935 -0.565 -0.345 -0.525
O 1.115 0.228 1.127 -0.538
H 2.717 -0.845 0.601 0.378
H -1.100 -0.627 -1.098 0.288
```

## Q
Density functional theory data (the ωB97M-V functional and the def2-TZVPD basis) for an isolated ion of composition C3H2NO3 and charge -1.

Output
Gap between HOMO and LUMO, Eh: 0.23039
2S+1: 1
Total charge: -1

Structure (XYZ):
```
9
Properties=species:S:1:pos:R:3:mulliken_charge:R:1
C 0.118 1.371 -0.255 -0.517
C -1.636 -0.355 0.059 0.486
C 1.262 -0.726 -0.113 0.280
N -1.155 0.740 0.020 -0.143
O 2.100 -1.562 0.187 -0.554
O -2.400 -1.229 0.301 -0.577
O 1.162 0.514 0.266 -0.183
H 0.154 2.341 0.466 0.054
H 0.397 -1.094 -0.930 0.153
```

## R
Density functional theory data (the ωB97M-V functional and the def2-TZVPD basis) for an isolated ion of composition C3H2NO3 and charge -1.

Output
Structure (SMILES): O=C([O-])[C@H]1NC1=O
Gap between HOMO and LUMO, Eh: 0.31828
2S+1: 1
Total charge: -1

Structure (XYZ):
```
9
Properties=species:S:1:pos:R:3:mulliken_charge:R:1
C 1.236 -0.424 -0.103 0.255
C -1.332 -0.195 0.047 0.588
C 0.130 0.184 -0.650 0.182
N 0.858 0.825 0.434 -0.657
O -1.306 -0.045 1.270 -0.697
O 2.109 -1.242 0.054 -0.590
O -2.225 -0.611 -0.663 -0.705
H 0.218 0.503 -1.758 0.234
H 0.313 1.006 1.368 0.389
```

Which structure is the most stable? The one labeled R.